226
Properties=species:S:1:pos:R:3:forces:R:3:mulliken_spin:R:1 method="wB97M-V/def2-TZVPD" total_charge=+2 s_squared=0.763 gap_ev="5.955 / 2.676" largest_force_ev_per_a=11.31 lumo_ev="-5.4 / -8.7" multiplicity=2 total_energy_ha=-9365.491262
C -3.173 10.450 -0.564 0.30 -0.43 -0.71 0.00
C -4.001 9.204 -0.266 -0.68 -0.66 -0.08 0.00
N -4.217 8.122 -1.445 0.41 0.04 -0.24 0.00
C -5.096 6.961 -0.957 0.32 0.49 -0.34 0.00
C -4.918 8.814 -2.592 -1.40 0.65 0.41 0.00
C -6.248 9.565 -2.272 0.29 -0.05 0.85 0.00
C -2.902 7.598 -2.103 0.77 0.08 2.00 0.00
C -2.056 6.674 -1.175 1.15 -0.58 -2.60 0.00
O -2.028 6.987 0.127 -0.49 -0.69 4.11 0.00
C -1.584 5.888 1.024 -0.40 0.40 -0.22 0.00
H -3.573 11.006 -1.412 0.16 -0.15 -0.24 0.00
H -2.123 10.201 -0.712 -0.03 0.01 -0.26 0.00
H -3.160 11.203 0.224 -0.41 -0.51 0.49 0.00
H -5.035 9.495 -0.077 0.05 -0.08 0.11 0.00
H -3.641 8.641 0.595 0.12 -0.01 -0.32 0.00
H -5.989 7.357 -0.474 0.25 0.09 0.06 0.00
H -4.576 6.267 -0.296 0.25 0.47 0.05 0.00
H -5.422 6.398 -1.831 0.13 0.11 -0.10 0.00
H -5.174 8.042 -3.317 0.52 0.10 -0.14 0.00
H -4.198 9.550 -2.951 -0.09 -0.32 -0.41 0.00
H -6.850 9.720 -3.167 0.38 0.07 -0.11 0.00
H -6.085 10.515 -1.765 0.26 0.24 -0.45 0.00
H -6.924 9.086 -1.563 0.13 -0.67 -0.13 0.00
H -2.287 8.463 -2.349 -0.35 0.27 0.22 0.00
H -3.025 7.075 -3.052 -0.77 -0.03 0.17 0.00
H -1.024 6.789 -1.504 0.12 -0.15 -0.95 0.00
H -2.264 5.619 -1.353 -0.51 -0.21 -0.04 0.00
H -1.840 6.152 2.050 0.14 0.38 -0.23 0.00
H -0.538 5.588 0.974 0.37 0.92 -0.34 0.00
H -2.061 4.924 0.848 -0.82 0.17 -0.59 0.00
C 4.646 -3.253 3.550 -0.24 -0.71 0.56 0.00
C 3.603 -2.307 3.064 -1.74 0.55 0.92 0.00
N 2.466 -2.093 4.163 -0.56 0.11 -1.97 0.00
C 1.341 -1.277 3.424 0.92 0.19 0.67 0.00
C 1.853 -3.496 4.594 -0.14 1.74 0.83 0.00
C 0.618 -3.374 5.529 0.63 0.31 -0.02 0.00
C 2.984 -1.300 5.381 -0.77 -2.04 1.08 0.00
C 3.833 -0.082 5.200 -1.20 0.53 -0.74 0.00
O 5.100 -0.469 4.781 0.30 0.50 0.29 0.00
C 5.950 0.681 4.639 0.88 -0.91 -0.33 0.00
H 4.959 -3.016 4.567 0.44 0.48 -0.28 0.00
H 5.494 -3.249 2.866 0.10 -0.04 0.18 0.00
H 4.218 -4.247 3.680 0.18 -0.36 -0.52 0.00
H 3.006 -2.646 2.217 0.25 -0.30 -0.18 0.00
H 4.028 -1.343 2.786 -0.22 0.12 0.35 0.00
H 1.811 -0.473 2.857 0.34 -0.05 0.15 0.00
H 0.684 -0.801 4.153 0.03 -0.22 0.19 0.00
H 0.766 -1.862 2.706 0.19 -0.56 0.33 0.00
H 2.666 -4.027 5.089 -0.11 0.07 0.04 0.00
H 1.534 -4.065 3.721 0.32 0.44 -0.39 0.00
H 0.250 -4.389 5.680 -0.14 0.04 0.00 0.00
H -0.188 -2.739 5.162 0.01 -0.23 -0.45 0.00
H 0.838 -2.958 6.512 0.34 -0.18 0.00 0.00
H 3.545 -2.026 5.969 0.62 -0.24 -0.32 0.00
H 2.119 -1.259 6.043 -0.20 1.17 -0.40 0.00
H 3.827 0.530 6.103 0.04 -0.27 0.41 0.00
H 3.409 0.607 4.470 -0.35 0.15 -0.28 0.00
H 5.597 1.430 3.930 -0.28 -0.25 -0.20 0.00
H 6.843 0.181 4.264 0.31 0.73 -0.08 0.00
H 6.172 1.193 5.576 -0.23 -0.25 0.27 0.00
C 4.794 -3.448 -1.447 -0.45 -0.71 0.73 0.00
C 4.563 -4.444 -0.335 -0.98 1.56 -1.47 0.00
O 3.487 -4.609 0.148 1.37 -1.01 0.71 0.00
N 5.787 -5.286 0.050 -2.10 -0.88 1.43 0.00
H 6.090 -5.794 -0.769 0.09 -0.06 -0.60 0.00
H 6.575 -4.719 0.331 0.31 0.58 0.17 0.00
C 5.484 -6.348 1.162 1.53 0.35 -1.70 0.00
H 3.833 -2.935 -1.491 0.45 0.63 0.04 0.00
H 4.852 -3.982 -2.396 0.52 -0.10 -0.10 0.00
H 5.663 -2.822 -1.244 -0.14 0.30 -0.34 0.00
H 4.520 -6.833 1.014 0.02 0.66 0.10 0.00
H 5.690 -5.879 2.124 -0.29 -0.31 -0.12 0.00
H 6.251 -7.043 0.820 0.00 -0.55 1.17 0.00
C 1.355 3.347 2.972 1.24 -0.50 0.41 0.00
C 0.278 2.281 2.917 -1.68 1.29 -1.24 0.00
C -0.280 2.183 1.461 -0.73 -1.61 0.73 0.00
C -1.377 1.033 1.443 0.74 0.50 -0.63 0.00
N -2.000 0.751 0.063 -1.18 0.93 -0.63 0.00
C -2.878 1.975 -0.364 -0.33 -0.43 -0.31 0.00
C -3.932 1.422 -1.297 0.82 -0.23 -1.16 0.00
C -4.253 0.046 -0.765 0.08 0.20 0.96 0.00
C -3.035 -0.435 0.056 0.40 1.17 -0.17 0.00
C -0.943 0.497 -1.010 -0.23 0.94 0.64 0.00
C 0.022 -0.624 -0.638 0.41 -0.41 -1.48 0.00
C 1.404 -0.335 -1.314 -0.26 -0.15 0.90 0.00
H 1.288 4.154 2.242 -0.53 -0.08 -0.17 0.00
H 2.322 2.888 2.766 0.19 0.12 0.09 0.00
H 1.409 3.816 3.955 0.01 -0.11 0.01 0.00
H -0.538 2.676 3.523 -0.17 -0.51 0.31 0.00
H 0.523 1.279 3.271 0.33 0.35 0.20 0.00
H 0.585 2.029 0.816 -0.22 -0.24 -0.40 0.00
H -0.803 3.093 1.167 0.28 0.18 0.03 0.00
H -2.185 1.340 2.107 -0.15 -0.13 -0.12 0.00
H -1.031 0.061 1.793 0.17 0.23 0.16 0.00
H -2.306 2.733 -0.899 0.43 -0.06 0.52 0.00
H -3.447 2.393 0.466 0.77 -0.10 0.56 0.00
H -3.491 1.371 -2.293 -0.09 -0.08 -0.25 0.00
H -4.817 2.053 -1.392 0.12 0.09 0.25 0.00
H -4.534 -0.662 -1.545 -0.22 0.04 0.27 0.00
H -5.033 0.229 -0.026 -0.44 -0.66 -0.26 0.00
H -2.560 -1.293 -0.419 0.10 0.04 0.55 0.00
H -3.324 -0.562 1.100 0.19 -0.42 -0.15 0.00
H -0.424 1.443 -1.162 0.27 0.02 0.36 0.00
H -1.464 0.383 -1.961 -0.13 -0.56 0.06 0.00
H -0.347 -1.566 -1.045 -0.26 -0.16 0.05 0.00
H 0.057 -0.766 0.442 0.41 0.18 -0.13 0.00
H 1.324 -0.053 -2.364 -0.34 0.57 0.15 0.00
H 2.106 -1.168 -1.371 -0.25 -0.39 0.51 0.00
H 1.905 0.405 -0.690 0.19 0.29 -0.57 0.00
C -0.521 -7.725 6.156 -0.71 0.29 -0.36 0.00
C -1.000 -8.022 4.722 -0.34 -0.14 1.67 0.00
C -0.099 -7.311 3.800 1.52 0.39 -0.84 0.00
C -0.453 -7.749 2.417 0.79 0.56 -0.57 0.00
N 0.504 -7.210 1.315 -0.65 0.20 0.17 0.00
C 0.522 -5.623 1.369 0.68 -0.64 -1.05 0.00
C 0.382 -5.229 -0.131 0.18 0.56 1.55 0.00
C -0.717 -6.144 -0.481 -0.96 0.78 -0.38 0.00
C -0.189 -7.474 -0.038 -0.43 -0.43 -0.26 0.00
C 1.918 -7.843 1.466 -2.24 0.14 0.30 0.00
C 1.853 -9.394 1.692 0.11 0.89 0.64 0.00
C 3.113 -10.055 1.274 0.88 -0.82 -1.84 0.00
H 0.523 -8.019 6.262 -0.04 -0.06 0.17 0.00
H -1.132 -8.168 6.942 0.11 -0.17 -0.16 0.00
H -0.605 -6.645 6.275 0.20 0.09 0.28 0.00
H -2.001 -7.638 4.529 -0.27 -0.29 0.34 0.00
H -0.963 -9.095 4.533 -0.19 -0.09 -0.06 0.00
H 0.932 -7.582 4.027 0.26 -0.18 0.03 0.00
H -0.129 -6.230 3.936 -0.37 0.11 -0.01 0.00
H -1.459 -7.390 2.201 0.03 -0.11 -0.41 0.00
H -0.390 -8.837 2.391 -0.27 0.19 -0.37 0.00
H 1.399 -5.133 1.794 0.26 -0.86 0.36 0.00
H -0.348 -5.419 1.993 -0.08 0.60 -0.46 0.00
H 1.241 -5.462 -0.759 0.42 0.23 0.41 0.00
H 0.128 -4.171 -0.199 0.07 0.00 -0.11 0.00
H -0.998 -6.044 -1.529 -0.16 -0.57 0.06 0.00
H -1.533 -5.813 0.160 -0.58 -0.36 -0.32 0.00
H 0.497 -7.850 -0.797 0.31 -0.19 0.38 0.00
H -1.038 -8.151 0.060 0.47 -0.40 0.36 0.00
H 2.262 -7.312 2.353 0.52 -0.30 -0.07 0.00
H 2.421 -7.456 0.580 0.32 -0.53 -0.03 0.00
H 1.028 -9.902 1.192 -0.13 0.42 -0.20 0.00
H 1.751 -9.606 2.756 -0.44 0.34 0.13 0.00
H 3.206 -9.912 0.197 0.51 0.53 -0.24 0.00
H 3.057 -11.143 1.243 -0.12 -0.07 0.86 0.00
H 4.032 -9.748 1.773 -0.15 0.06 0.10 0.00
C 3.216 -1.536 -5.169 0.26 0.23 -0.78 0.00
C 2.487 -1.201 -6.533 0.79 -1.58 0.75 0.00
C 1.368 -0.279 -6.342 -2.23 1.85 0.66 0.00
C 0.582 0.089 -7.605 -1.63 0.46 0.67 0.00
N -0.510 1.204 -7.388 0.77 0.78 -0.68 0.00
C -1.247 1.503 -8.757 1.09 -0.22 1.17 0.00
C -0.383 2.573 -9.489 -1.10 -0.24 -0.28 0.00
C 0.525 3.290 -8.475 0.10 -1.61 -0.16 0.00
C 0.145 2.606 -7.138 -0.02 -0.08 0.04 0.00
C -1.483 0.856 -6.163 0.30 1.03 -2.28 0.00
C -2.512 -0.252 -6.396 0.42 0.14 0.47 0.00
C -3.579 -0.251 -5.263 0.76 -0.82 -0.84 0.00
H 2.708 -2.173 -4.446 -0.98 0.07 -0.33 0.00
H 3.459 -0.626 -4.621 0.26 0.07 -0.17 0.00
H 4.117 -2.127 -5.329 0.30 0.42 -0.34 0.00
H 2.039 -2.122 -6.909 0.26 -0.31 -0.22 0.00
H 3.126 -0.825 -7.332 0.55 -0.07 0.36 0.00
H 1.622 0.636 -5.807 0.52 0.14 -0.02 0.00
H 0.629 -0.744 -5.688 0.00 -0.24 0.26 0.00
H -0.104 -0.733 -7.813 0.56 -0.35 -0.72 0.00
H 1.204 0.389 -8.448 -0.16 -0.04 -0.03 0.00
H -2.242 1.836 -8.462 0.06 0.06 -0.20 0.00
H -1.287 0.571 -9.320 -0.27 0.06 0.14 0.00
H -1.051 3.269 -9.998 -0.10 -0.01 0.07 0.00
H 0.147 2.068 -10.297 0.30 0.12 0.18 0.00
H 0.433 4.376 -8.445 -0.35 -0.21 0.24 0.00
H 1.550 3.100 -8.792 0.14 -0.05 0.45 0.00
H -0.663 3.197 -6.707 0.29 -0.06 0.44 0.00
H 0.989 2.471 -6.461 -0.31 0.24 0.16 0.00
H -2.085 1.765 -6.149 0.33 0.24 0.65 0.00
H -0.787 0.774 -5.328 -0.51 0.02 0.16 0.00
H -2.023 -1.223 -6.462 -0.11 -0.10 -0.06 0.00
H -3.083 -0.062 -7.305 0.38 -0.10 -0.26 0.00
H -4.024 -1.244 -5.318 -0.31 0.10 0.23 0.00
H -4.355 0.481 -5.490 0.17 0.13 0.47 0.00
H -3.108 -0.161 -4.284 -0.25 0.33 0.07 0.00
N 1.112 2.374 7.801 3.52 3.61 -0.98 0.00
S 0.281 2.063 6.569 -6.65 -4.51 0.18 0.00
O 0.673 0.865 5.848 1.12 1.14 -1.38 0.00
O -0.497 3.126 5.987 1.19 -0.72 -0.80 0.00
F -0.891 1.284 7.399 -0.05 0.53 0.28 0.00
S 2.121 3.521 6.986 3.10 0.19 1.07 0.00
O 1.513 4.742 6.494 0.97 -1.80 0.82 0.00
O 3.181 2.852 6.206 -2.34 0.91 0.44 0.00
F 2.978 3.914 8.250 -0.68 0.30 0.18 0.00
N 4.977 2.250 -0.908 3.23 -0.98 -5.23 0.00
S 5.011 1.352 0.285 -1.35 -0.21 6.30 0.00
O 6.186 1.439 1.161 -1.62 -1.06 -1.52 0.00
O 4.244 0.117 0.226 1.05 -0.46 0.00 0.00
F 3.924 2.267 1.027 -0.14 0.01 0.86 0.00
S 6.174 1.455 -1.893 1.39 4.31 -1.71 0.00
O 5.966 0.064 -2.174 -0.24 0.09 0.29 0.00
O 7.543 1.945 -1.678 -2.95 -1.28 -0.14 0.00
F 5.705 2.245 -3.248 0.40 -1.12 1.30 0.00
N -7.648 3.573 2.949 2.21 -2.65 -2.56 0.67
S -8.726 3.506 1.762 -9.33 3.17 0.07 -0.09
O -9.782 2.483 1.953 3.36 0.86 -0.35 0.29
O -8.470 4.007 0.440 0.92 -1.22 1.36 0.08
F -9.485 4.720 2.456 0.07 0.17 -0.65 0.01
S -6.595 2.587 1.943 7.02 -4.51 1.10 -0.03
O -5.759 3.286 0.981 -1.91 0.08 1.49 0.05
O -7.060 1.252 1.573 -0.55 3.12 0.67 0.03
F -5.524 2.222 3.114 -1.70 0.99 -1.15 0.00
N -2.081 -1.939 3.147 0.63 -5.04 -4.33 0.00
S -3.110 -1.299 3.981 -3.99 6.98 7.96 0.00
O -3.537 -2.044 5.160 -0.73 -0.13 -2.36 0.00
O -4.051 -0.340 3.337 2.18 -2.29 0.98 0.00
F -2.023 -0.374 4.782 -0.48 0.41 -1.20 0.00
S -3.039 -3.214 2.529 0.03 -0.90 -2.68 0.00
O -4.356 -2.946 1.943 2.16 -0.03 2.06 0.00
O -2.746 -4.525 3.045 -0.24 0.88 0.70 0.00
F -2.167 -3.249 1.222 1.06 -0.21 -1.52 0.00
N 2.081 4.794 -3.299 1.34 0.68 -4.58 0.00
S 0.640 4.300 -3.456 -5.30 -1.29 3.09 0.00
O 0.450 2.888 -3.854 0.09 1.95 -0.41 0.00
O -0.462 5.249 -3.759 2.09 -1.80 -0.14 0.00
F 0.452 4.173 -1.871 -0.44 -0.20 0.57 0.00
S 2.429 4.772 -4.988 7.78 -2.51 1.61 0.00
O 1.486 5.285 -5.863 -2.95 0.66 -1.83 0.00
O 3.198 3.543 -5.364 -2.49 2.94 0.99 0.00
F 3.550 5.923 -5.035 -0.70 -0.87 0.63 0.00



30
Properties=species:S:1:pos:R:3:forces:R:3:mulliken_charge:R:1 method="wB97M-V/def2-TZVPD" gap_ev=2.078 largest_force_ev_per_a=4.67 lumo_ev=-3.1 e_above_lowest_kcal_mol=15.68 total_energy_ha=-3734.067189
C 5.639 0.312 -0.422 0.64 -0.65 0.13 -0.60
O 4.707 0.942 0.440 -0.30 -0.08 -0.91 -0.47
B 3.335 0.656 0.114 -1.37 -1.29 -0.18 0.96
O 2.501 1.737 -0.248 0.93 -0.34 -0.15 -0.45
N 2.696 -0.671 0.227 1.50 0.49 0.28 -0.99
Br 2.864 -1.613 -1.422 -2.87 1.95 -2.18 -0.22
H 5.857 -0.771 -0.140 0.33 2.70 -0.60 -0.07
H 5.328 0.326 -1.477 -0.08 -0.12 0.25 0.43
H 6.606 0.820 -0.386 -0.15 0.18 0.24 0.22
H 2.916 2.210 -0.979 0.02 0.49 0.35 0.25
C -3.358 1.827 1.262 -0.04 -0.04 0.05 -0.68
O -2.473 1.505 0.204 -0.12 -0.23 0.05 -0.26
P -2.736 0.179 -0.651 0.95 0.43 -1.66 0.95
O -4.054 0.119 -1.295 -0.03 -0.17 0.60 -0.76
O -2.551 -1.020 0.438 -0.22 -0.18 0.77 -0.24
C -3.695 -1.587 0.957 0.14 -0.38 -0.24 -0.84
O -1.490 0.027 -1.546 -0.80 0.34 0.59 -0.19
C -0.166 0.213 -0.958 0.86 0.29 0.03 -0.47
H -4.388 1.539 1.027 0.01 0.05 -0.05 0.33
H -3.028 1.333 2.184 0.00 0.03 0.00 0.21
H -3.326 2.903 1.417 0.03 0.00 -0.02 0.26
H -4.430 -1.807 0.176 -0.14 0.10 0.10 0.55
H -4.151 -0.897 1.703 -0.17 0.41 -0.14 -0.08
H -3.404 -2.536 1.450 0.11 -0.06 -0.07 0.44
H -0.072 -0.319 -0.014 -0.10 -0.09 -0.06 0.33
H 0.009 1.276 -0.801 -0.20 0.02 0.04 0.28
H 0.569 -0.194 -1.650 -0.58 -0.32 -0.19 0.09
Cs 4.756 -2.565 0.243 1.56 -3.23 2.99 0.95
Li -4.714 -2.030 2.896 0.09 -0.15 -0.03 1.01
F 0.250 -1.914 -2.746 -0.01 -0.13 -0.02 -0.92



25
Properties=species:S:1:pos:R:3:forces:R:3:mulliken_charge:R:1 method="wB97M-V/def2-TZVPD" gap_ev=7.182 largest_force_ev_per_a=4.94 lumo_ev=-1.2 e_above_lowest_kcal_mol=22.47 total_energy_ha=-1749.037800
C 0.901 -4.713 2.776 0.39 -0.08 1.14 -0.78
S 0.564 -3.084 3.648 0.28 -0.53 -1.48 -0.04
C 1.408 -1.941 2.515 -0.89 -0.25 0.48 0.40
N 0.851 -1.015 1.835 -0.88 -0.54 0.84 -0.45
C 1.757 -0.083 1.360 -2.97 1.44 -2.86 -0.14
C 1.313 0.910 0.464 0.33 -0.74 2.18 -0.08
C -0.106 1.053 -0.045 2.44 0.69 -0.36 -0.29
C -0.232 1.930 -1.078 -4.35 -1.69 1.64 -0.05
C -1.554 2.134 -1.799 1.51 -0.35 -0.74 0.18
C -1.496 2.372 -3.159 -2.72 0.85 0.67 -0.54
C -2.909 2.500 -3.678 4.12 1.02 -2.16 -0.42
C -3.813 2.454 -2.729 -0.25 -1.00 0.73 -0.41
S -3.219 2.004 -1.180 1.34 0.38 -0.38 -0.12
C 3.123 -0.384 1.619 3.82 1.84 -0.33 0.46
O 4.114 0.301 1.290 -2.24 -1.98 0.90 -0.62
S 3.129 -1.921 2.568 1.32 0.25 -0.05 -0.17
H 1.865 -4.682 2.289 0.38 0.17 0.07 0.25
H 0.935 -5.543 3.524 -0.12 0.91 -0.44 0.31
H 0.188 -4.960 2.015 -0.67 0.19 -0.20 0.30
H 2.118 1.686 0.300 -1.18 -0.88 -0.57 0.29
H -0.930 0.417 0.328 0.81 0.39 -0.28 0.41
H 0.506 2.580 -1.395 1.75 0.86 -0.63 0.42
H -0.583 2.694 -3.681 -0.53 -0.63 0.15 0.33
H -3.131 2.774 -4.741 0.18 -0.43 1.20 0.30
H -4.802 2.516 -3.043 -1.86 0.10 0.47 0.46



39
Properties=species:S:1:pos:R:3:forces:R:3:mulliken_charge:R:1 method="wB97M-V/def2-TZVPD" gap_ev=9.028 largest_force_ev_per_a=7.93 lumo_ev=-0.5 e_above_lowest_kcal_mol=270.99 total_energy_ha=-993.341390
O -29.133 5.509 -12.399 0.06 -2.18 -0.48 -0.59
H -28.748 6.117 -11.768 0.32 0.01 -0.34 0.33
H -29.348 6.054 -13.156 -0.01 0.08 0.02 0.29
O -28.953 3.882 -8.140 2.82 -2.60 2.72 -0.77
H -28.680 4.637 -8.661 0.07 0.72 -0.35 -0.07
H -28.165 3.343 -8.067 0.31 -0.18 0.40 0.33
O -27.321 4.665 -9.957 1.04 -1.76 -1.06 -0.81
H -27.392 5.516 -9.525 0.14 1.02 0.20 0.60
H -28.228 4.388 -10.092 0.55 0.04 -0.81 0.49
O -32.621 5.104 -9.102 -3.05 -1.29 0.42 -0.79
H -32.277 4.428 -8.518 -0.88 0.25 -0.96 0.28
H -31.842 5.543 -9.446 -0.29 -0.58 0.39 0.51
O -29.505 7.603 -11.479 1.64 1.07 -5.25 -0.76
H -29.679 7.683 -10.541 0.05 -0.30 -0.37 0.29
H -29.621 8.489 -11.821 0.23 0.27 -0.31 0.15
O -31.729 6.802 -7.647 -1.94 7.67 -0.58 -0.92
H -32.370 6.449 -8.264 -0.67 -0.11 0.29 0.53
H -31.218 6.042 -7.370 -0.55 0.44 0.24 0.43
O -29.338 7.573 -7.281 0.58 0.74 1.85 -0.60
H -29.649 7.580 -6.375 0.01 -0.24 0.35 0.34
H -30.092 7.862 -7.795 -0.75 -0.13 0.57 0.33
O -31.408 6.322 -10.584 -0.91 1.05 -2.13 -0.77
H -31.134 6.955 -11.248 0.09 0.18 -0.65 0.52
H -31.219 5.468 -10.973 -0.34 -0.59 -0.71 0.30
O -30.019 8.148 -9.518 -1.58 4.07 4.59 -0.76
H -30.907 8.398 -9.264 -1.12 -0.36 0.16 0.33
H -29.526 8.969 -9.502 0.36 0.60 0.24 0.36
O -29.448 5.838 -9.286 -0.12 0.62 0.08 1.49
H -29.641 6.504 -8.627 -0.15 -0.58 -0.16 0.12
H -29.944 6.111 -10.057 -0.32 -0.63 0.36 -1.48
O -30.623 3.922 -9.600 -2.21 -2.27 -2.85 -0.79
H -30.246 3.477 -8.841 0.40 -0.43 -0.45 0.56
H -29.946 3.864 -10.273 -0.02 -0.48 -0.21 0.34
O -27.559 6.938 -8.882 3.28 1.64 -0.08 -0.88
H -28.179 7.122 -8.176 0.28 0.24 0.69 0.54
H -27.764 7.586 -9.556 0.35 -0.11 -0.24 0.31
O -30.893 4.943 -7.228 1.62 -5.47 3.15 -0.72
H -31.407 4.152 -7.389 0.16 -0.05 0.88 0.40
H -30.043 4.763 -7.631 0.56 -0.38 0.42 0.54